No. 1
ORCA calculation (wB97M-V/def2-TZVPD) on a cluster of 2 separate species, C6H7Cl4NO5S in total.

Output
HOMO energy	-0.4144	hartree
E	-78979.2791	eV
lowest unoccupied orbital energy	-0.02422	Ha
SMILES	CC[C@H]1OS(=O)(=O)O[C@H]1OC#N.ClC(Cl)(Cl)Cl
Kohn-Sham gap	10.617	eV
maximum force	12.08	eV/A

Geometry (Å):
C (2.733109, -0.649182, -0.297289)
C (1.360988, -0.403853, 0.620129)
C (0.147161, -1.168851, -0.171755)
O (-0.486687, -2.364314, 0.422846)
S (-1.454416, -2.880614, -0.927001)
O (-0.621716, -3.756769, -1.941193)
O (-2.714344, -3.638369, -0.444773)
O (-1.768242, -1.339194, -1.669193)
C (-1.028117, -0.269325, -0.920737)
O (-1.912570, 0.576043, -0.071500)
C (-3.291763, -0.015637, -0.088737)
N (-4.392787, -0.533179, 0.417260)
H (2.805975, -1.775948, -0.610564)
H (2.760965, 0.022961, -1.265212)
H (3.708987, -0.431856, 0.353512)
H (1.544913, -0.929862, 1.658172)
H (1.238995, 0.756178, 0.714656)
H (0.689245, -1.643803, -1.115997)
H (-0.355763, 0.409510, -1.636189)
Cl (-0.119487, 3.891880, 3.142422)
C (0.207236, 4.007209, 1.394739)
Cl (1.960566, 3.872798, 1.108171)
Cl (-0.636356, 2.688059, 0.544472)
Cl (-0.375894, 5.576119, 0.783763)

Atomic forces in eV per Å
C 0.416 -0.199 0.565
C 0.950 -0.818 -0.332
C 1.093 0.549 -1.963
O -1.494 1.101 -2.646
S -1.048 -6.203 -1.375
O -2.816 4.492 4.145
O 4.856 4.037 -1.468
O 1.443 0.252 2.532
C 2.336 -1.351 -0.303
O -3.849 -3.983 -1.923
C -5.299 -2.721 5.562
N 9.896 4.820 -4.968
H -0.207 2.148 0.543
H -0.171 -1.341 2.005
H -2.233 -0.276 -1.442
H -0.589 1.272 -2.034
H -0.221 -2.442 0.046
H -1.024 1.310 1.629
H -2.238 -1.252 1.229
Cl 0.083 -0.003 -0.483
C 0.004 0.145 -0.012
Cl -0.338 0.002 0.055
Cl 0.291 0.872 0.485
Cl 0.157 -0.410 0.154

---

No. 2
ORCA calculation (wB97M-V/def2-TZVPD) on an isolated molecule of C6H7ClN2OS.

Output
HOMO energy	-0.3376	hartree
E	-34717.7887	eV
lowest unoccupied orbital energy	0.01411	Ha
SMILES	C[S@@](=N)(=O)c1ncccc1Cl
Kohn-Sham gap	9.571	eV
energy relative to the best compared isomer or geometry (same formula, charge and spin)	1.766	eV
maximum force	3.80	eV/A

Geometry (Å):
C (1.942323, 1.546971, 0.239835)
S (2.003862, -0.270171, 0.101809)
N (2.780128, -0.573139, -1.138960)
O (2.278861, -0.832593, 1.384403)
C (-0.003971, -0.687778, 0.095700)
N (-0.808926, 0.379382, 0.103198)
C (-2.119872, 0.249531, 0.288558)
C (-2.661940, -1.022371, 0.367601)
C (-1.900164, -2.174892, 0.283072)
C (-0.528382, -1.935545, 0.153299)
Cl (0.534355, -3.350124, 0.055777)
H (2.119069, 1.871608, -0.826478)
H (0.810174, 1.744142, 0.484909)
H (2.808243, 1.754816, 0.834258)
H (3.494273, -1.249774, -1.034281)
H (-2.707928, 1.138666, 0.353039)
H (-3.728071, -1.215876, 0.254619)
H (-2.177811, -3.227956, 0.340474)

Atomic forces in eV per Å
C -2.691 -1.081 -2.458
S -2.664 0.825 -0.054
N -0.454 0.733 -0.448
O 0.870 -0.535 1.188
C 0.998 2.322 -0.833
N 0.712 0.229 0.573
C 1.115 -1.258 -0.290
C -1.815 -1.284 -0.757
C 1.887 0.889 0.095
C 0.478 -2.363 0.178
Cl -0.328 0.592 0.038
H -0.187 -0.133 1.216
H 2.579 0.188 0.251
H -0.056 0.464 0.805
H 0.499 -1.120 0.048
H -0.296 0.386 -0.106
H -0.055 0.589 0.672
H -0.593 0.555 -0.118

---

No. 3
ORCA calculation (wB97M-V/def2-TZVPD) on a cluster of 2 separate species, C6H7ClNO2 in total.

Output
HOMO energy	-0.1673	hartree
E	-24443.1044	eV
lowest unoccupied orbital energy	0.12561	Ha
Kohn-Sham gap	7.969	eV
energy relative to the best compared isomer or geometry (same formula, charge and spin)	0.376	eV
total charge	-1
maximum force	5.18	eV/A

Geometry (Å):
C (1.340206, -1.253683, -2.492198)
C (1.147254, 1.743431, -0.307360)
C (-1.961728, -0.297192, 1.080254)
C (0.651943, -0.823300, 0.913911)
C (-0.512647, 0.119330, 0.737261)
C (-0.278368, 1.260375, 0.094841)
N (1.391302, -2.359914, -2.585559)
O (1.797239, 2.171942, 0.677949)
O (1.422014, 1.549239, -1.481922)
Cl (-1.554143, 2.396068, -0.145644)
H (-2.161336, -1.052697, 1.892680)
H (-2.643953, -0.736207, 0.294878)
H (-2.508512, 0.525837, 1.448419)
H (0.578386, -1.436646, -0.067974)
H (0.440545, -1.534918, 1.671557)
H (1.509463, -0.038855, 1.008810)
H (1.342335, -0.232810, -2.739903)

Atomic forces in eV per Å
C -0.021 3.964 -0.861
C -0.980 -0.057 2.319
C -0.420 -1.748 0.254
C -0.261 1.405 -2.613
C -1.757 -0.593 -0.265
C 0.410 -0.039 0.796
N 0.142 -5.181 0.140
O 0.071 -0.016 -1.003
O 0.832 0.077 -1.609
Cl -0.439 0.540 -0.418
H 1.196 0.434 -0.455
H 1.169 0.597 -0.025
H -0.554 1.293 0.252
H 1.069 0.846 1.514
H 0.392 -0.340 1.187
H -0.743 -2.440 0.038
H -0.107 1.258 0.750

---

No. 4
ORCA calculation (wB97M-V/def2-TZVPD) on a structure of composition C6H7ClNO3S.

Output
HOMO energy (spin up / spin down)	-0.1860 / -0.1860	hartree
E	-37323.5880	eV
lowest unoccupied orbital energy (spin up / spin down)	0.10213 / 0.10217	Ha
Kohn-Sham gap (spin up / spin down)	7.840 / 7.841	eV
energy relative to the best compared isomer or geometry (same formula, charge and spin)	0.795	eV
total charge	-1
maximum force	5.33	eV/A

Geometry (Å):
C (1.728169, -0.710611, 0.133577)
C (0.985943, -1.080418, -0.850482)
C (1.703714, 0.679191, 0.713103)
C (-0.118355, -0.235301, -1.409007)
C (0.508044, 0.592102, 1.595062)
C (-0.911587, 0.456868, -0.368197)
N (2.412714, 1.671585, 0.340276)
O (-2.897975, 0.087674, 1.251068)
O (-3.064326, -0.585846, -1.163912)
O (-1.851124, -1.959034, 0.437866)
S (-2.338013, -0.598042, 0.114254)
Cl (-1.620819, 1.937410, -0.814126)
H (2.342593, -1.444756, 0.583873)
H (1.085849, -2.039200, -1.254105)
H (0.277878, 0.409151, -2.170780)
H (-0.622405, -0.885434, -1.939914)
H (0.161818, -0.331344, 1.935908)
H (0.177491, 1.462997, 2.176696)
H (2.040398, 2.573009, 0.688848)

Atomic forces in eV per Å
C 2.570 1.320 0.877
C -1.305 0.802 -0.796
C -2.361 -1.304 0.767
C 3.803 2.400 1.698
C -0.942 2.856 -2.665
C 0.165 -1.124 2.024
N -0.175 0.257 -0.332
O -0.591 0.330 0.111
O -0.019 0.230 0.899
O 0.169 1.441 -0.309
S 0.403 -2.051 -0.131
Cl 0.498 1.312 -0.105
H 0.989 -0.505 0.441
H -0.022 -1.478 -0.372
H 0.337 0.954 -0.161
H -3.635 -3.079 -2.393
H -0.251 -1.409 0.453
H 0.063 -0.197 -0.336
H 0.305 -0.755 0.330

---

No. 5
ORCA calculation (wB97M-V/def2-TZVPD) on an isolated molecule of C6H7ClO2S.

Output
HOMO energy	-0.2977	hartree
E	-33783.8937	eV
lowest unoccupied orbital energy	-0.01085	Ha
Kohn-Sham gap	7.806	eV
energy relative to the best compared isomer or geometry (same formula, charge and spin)	2.913	eV
maximum force	3.61	eV/A

Geometry (Å):
C (-0.388058, 0.876689, 0.036520)
C (-1.707412, 0.485657, 0.000219)
C (-1.902657, -0.917903, 0.333308)
C (1.274478, -0.807928, -0.820911)
C (-2.959017, 1.308730, -0.401557)
C (2.828941, -2.282104, 0.246485)
O (-1.139308, -1.655812, 0.817864)
O (2.102393, -1.711954, -0.816436)
S (0.951415, 0.014202, 0.675616)
Cl (-3.567732, -1.520214, -0.130453)
H (-0.079349, 1.966141, -0.132563)
H (-3.617883, 1.114862, 0.415136)
H (-3.463362, 0.811850, -1.321323)
H (-2.691300, 2.378827, -0.646634)
H (3.860091, -2.239403, -0.104397)
H (2.358967, -3.269721, 0.149557)
H (2.567281, -1.760034, 1.203843)

Atomic forces in eV per Å
C -2.231 2.828 0.154
C 1.518 1.423 -0.887
C -1.267 -0.048 -0.480
C -2.522 2.321 -0.863
C 1.546 -0.700 -2.025
C -0.820 -0.399 0.528
O 0.245 -1.372 0.624
O 1.934 -1.395 -1.634
S 1.084 -0.189 0.841
Cl 0.133 -0.321 0.176
H -1.002 -1.544 -0.145
H -0.819 0.736 0.502
H 0.998 1.007 1.457
H -0.492 -1.220 0.630
H 0.026 -0.207 0.722
H 1.010 -0.275 1.102
H 0.658 -0.647 -0.703

---

No. 6
ORCA calculation (wB97M-V/def2-TZVPD) on an isolated molecule of C6H7ClS.

Output
HOMO energy	-0.3149	hartree
E	-29689.9515	eV
lowest unoccupied orbital energy	0.01156	Ha
Kohn-Sham gap	8.884	eV
energy relative to the best compared isomer or geometry (same formula, charge and spin)	2.535	eV
maximum force	5.15	eV/A

Geometry (Å):
C (-1.651041, -0.778535, -0.608976)
C (-0.316722, -0.416649, 0.007885)
C (-0.346039, 0.815394, 0.687993)
C (0.851704, 0.000543, -0.905361)
C (1.910682, 0.432018, 0.218909)
C (1.109830, 0.889495, 1.228411)
H (-2.103246, 0.090477, -1.118891)
H (-2.298967, -1.275715, 0.197097)
H (-1.437465, -1.474041, -1.374620)
H (-1.258437, 0.968578, 1.219437)
H (1.211681, -0.334076, -1.932863)
H (3.074523, 0.409741, 0.164126)
H (1.334725, 1.052744, 2.341128)
S (-0.155644, 1.520432, -1.149072)
Cl (0.074414, -1.900406, 1.024798)

Atomic forces in eV per Å
C -1.153 -0.166 0.746
C -0.433 -4.575 -2.316
C 1.827 2.517 0.347
C 1.442 1.294 -0.521
C -0.123 0.564 0.577
C 0.860 -0.162 0.555
H -0.128 -0.627 0.704
H 0.751 0.920 -1.362
H -0.132 -1.164 -0.809
H -0.191 0.775 0.721
H -0.573 -0.487 1.814
H -2.548 -0.235 0.118
H -0.130 0.163 -2.111
S 0.330 1.286 1.251
Cl 0.201 -0.103 0.287

---

No. 7
ORCA calculation (wB97M-V/def2-TZVPD) on a cluster of 2 separate species, C6H7F4N in total.

Output
HOMO energy	-0.3781	hartree
E	-18693.9528	eV
lowest unoccupied orbital energy	0.01371	Ha
SMILES	FCC(F)(F)F.C=C(C)C#N
Kohn-Sham gap	10.660	eV
energy relative to the best compared isomer or geometry (same formula, charge and spin)	0.624	eV
maximum force	4.83	eV/A

Geometry (Å):
F (-1.695531, -1.389700, -1.471286)
C (-2.151582, -1.168117, -0.144712)
C (-2.666794, 0.296102, -0.078974)
F (-3.540025, 0.644073, -0.994063)
F (-1.621253, 1.129347, -0.195310)
F (-3.336845, 0.452622, 1.045299)
H (-2.897985, -1.830601, 0.271101)
H (-1.227991, -1.195026, 0.409808)
C (3.007533, -0.474380, -0.503962)
C (1.969511, 0.082658, 0.085713)
C (1.606147, 1.487293, 0.130074)
C (1.129319, -0.690919, 0.885013)
N (0.514733, -1.348252, 1.593064)
H (2.944193, -1.566681, -0.600129)
H (3.744644, 0.216852, -0.948650)
H (0.894978, 1.697531, -0.669592)
H (2.397977, 2.105735, 0.131074)
H (0.928965, 1.551464, 1.055540)

Atomic forces in eV per Å
F -1.102 -0.278 0.892
C 0.925 1.712 -1.161
C 0.377 -1.637 -0.434
F -0.454 -0.017 -1.656
F -0.004 0.370 0.499
F 0.376 0.442 1.744
H -0.194 -0.494 -0.663
H -0.244 -0.150 0.676
C 0.128 -0.155 -0.713
C 0.704 0.054 -0.256
C -4.469 -0.946 1.562
C -0.518 -1.585 0.306
N -0.382 -0.258 0.505
H 1.021 0.547 0.076
H -0.281 -0.989 -0.100
H 0.246 0.184 -0.253
H 2.586 2.391 0.051
H 1.286 0.809 -1.073

---

No. 8
ORCA calculation (wB97M-V/def2-TZVPD) on an isolated molecule of C6H7FN2.

Output
HOMO energy	-0.3435	hartree
E	-12030.4557	eV
lowest unoccupied orbital energy	0.02131	Ha
SMILES	C=CC1(F)N=CCC=N1
Kohn-Sham gap	9.928	eV
energy relative to the best compared isomer or geometry (same formula, charge and spin)	2.256	eV
maximum force	3.13	eV/A

Geometry (Å):
C (2.301484, -1.321794, 0.821006)
C (1.130934, -1.837116, 0.511570)
C (0.034653, -0.982930, -0.106621)
F (-1.046118, -1.734816, -0.624249)
N (0.546869, -0.110540, -1.120549)
C (-0.225305, 0.817421, -1.467853)
C (-1.493480, 1.166702, -0.849164)
C (-1.341075, 0.817751, 0.668335)
N (-0.750722, -0.232636, 1.041565)
H (3.113316, -2.040252, 1.087573)
H (2.701647, -0.419661, 0.447291)
H (0.803180, -2.819184, 0.610107)
H (0.010865, 1.538581, -2.261386)
H (-1.929549, 2.176417, -1.086762)
H (-2.108900, 0.400441, -1.329380)
H (-1.899590, 1.529497, 1.479817)

Atomic forces in eV per Å
C 1.548 -2.658 -0.558
C -1.242 2.173 -0.897
C -1.819 1.211 1.781
F 1.217 -0.289 -0.249
N 0.143 -0.573 -0.323
C 0.606 1.948 -0.999
C -0.951 0.044 1.574
C -1.928 0.992 0.515
N 1.558 0.337 -0.630
H -0.825 0.652 0.372
H -0.281 1.330 0.034
H -0.074 -1.719 0.698
H 0.767 -0.615 -0.101
H 0.782 -1.016 0.293
H -0.808 0.071 0.462
H 1.308 -1.888 -1.973

---

No. 9
ORCA calculation (wB97M-V/def2-TZVPD) on a structure of composition C6H7FO.

Output
HOMO energy	-0.3426	hartree
E	-11097.8176	eV
lowest unoccupied orbital energy	0.03794	Ha
Kohn-Sham gap	10.354	eV
energy relative to the best compared isomer or geometry (same formula, charge and spin)	2.213	eV
maximum force	1.00	eV/A

Geometry (Å):
C (1.616679, -1.313883, -0.068009)
C (0.556550, -0.282554, 0.205465)
C (-0.074852, 0.043410, 1.581141)
C (-0.326590, 1.342610, 0.776000)
C (-1.322297, 0.888332, -0.318668)
C (-0.705493, -0.212346, -0.686962)
H (2.004618, -1.199379, -1.061166)
H (2.423080, -1.233816, 0.641542)
H (1.206649, -2.333523, 0.031337)
H (-0.953050, -0.540644, 1.906807)
H (0.673449, 0.185768, 2.372309)
H (-0.440275, 2.341106, 1.219400)
H (-2.241926, 1.363896, -0.658735)
O (0.978727, 1.111897, 0.137637)
F (-0.996260, -1.141332, -1.609598)

Atomic forces in eV per Å
C -0.775 -0.436 0.463
C 0.095 -0.402 -0.246
C -0.417 -0.042 0.354
C -0.040 0.433 0.031
C -0.386 0.483 0.099
C 0.351 -0.710 -0.268
H 0.210 0.075 -0.562
H 0.316 0.184 0.260
H 0.016 0.408 -0.112
H 0.438 0.258 -0.094
H -0.183 -0.149 -0.235
H 0.025 -0.440 -0.139
H 0.426 -0.183 0.166
O -0.145 0.169 -0.037
F 0.068 0.353 0.320

---

No. 10
ORCA calculation (wB97M-V/def2-TZVPD) on an isolated molecule of C6H7FO.

Output
HOMO energy	-0.3531	hartree
E	-11097.0003	eV
lowest unoccupied orbital energy	0.01529	Ha
SMILES	C=C[C@@]1(F)CCC1=O
Kohn-Sham gap	10.024	eV
energy relative to the best compared isomer or geometry (same formula, charge and spin)	3.031	eV
maximum force	5.15	eV/A

Geometry (Å):
C (1.198390, 1.857211, -1.377824)
C (0.297850, 1.114851, -0.752648)
C (0.471255, -0.078478, 0.149167)
F (1.838337, -0.300103, 0.478282)
C (-0.555383, -0.165961, 1.205699)
C (-0.913045, -1.645614, 0.939074)
C (-0.103250, -1.346741, -0.423262)
O (-0.029622, -1.670809, -1.573717)
H (2.265731, 1.609251, -1.358263)
H (0.713122, 2.928302, -1.785848)
H (-0.747381, 1.548471, -0.901736)
H (-0.487914, -0.023836, 2.365342)
H (-1.407380, 0.571309, 0.796676)
H (-2.065687, -1.901965, 0.687297)
H (-0.475021, -2.495888, 1.551763)

Atomic forces in eV per Å
C -0.998 2.475 -0.351
C -1.127 1.354 -0.262
C 1.953 1.159 -1.104
F -1.214 0.343 0.014
C -3.371 1.124 3.726
C -1.890 -1.526 -2.694
C -0.153 -0.929 -0.590
O -0.547 -0.707 0.861
H -0.399 0.501 -0.177
H 2.016 -3.167 0.639
H 1.211 -1.190 0.681
H 0.638 0.460 -2.314
H 1.583 -1.872 1.308
H 2.682 0.558 0.790
H -0.385 1.418 -0.527